# 1
Molecular formula: C54H114BeF2N7O10S2
Method: DFT, the ωB97M-V functional and the def2-TZVPD basis

For the LUMO energy, the calculation gives -6.45 eV. The energy above the lowest of the compared OMol25 structures with the same formula, charge and spin comes out at 0.00 kJ/mol. The value obtained for the HOMO energy is -9.355 eV. The gap between HOMO and LUMO is 0.1067 Eh.

Geometry as ORCA input:
```
! wB97M-V def2-TZVPD RIJCOSX def2/J DEFGRID3
* xyz 1 1
Be 2.4233 -2.2084 -1.1143
N 1.2142 -0.7252 -0.0334
S 1.0505 -0.0748 1.3336
O 0.0236 -0.6392 2.1393
O 1.3650 1.3423 1.4412
F 2.4087 -0.8069 1.8556
S 0.0232 0.2009 -0.8411
O 0.4017 1.1586 -1.8510
O -1.2787 0.2379 -0.2637
F -0.2553 -1.0730 -1.8161
C 4.7507 4.7738 -1.7949
C 3.1942 4.7750 -1.5374
C 2.8164 6.2762 -1.5179
C 2.8825 6.9050 -2.8906
C 1.7881 6.2793 -3.7593
C 1.9181 4.7430 -3.8312
N 2.3299 4.1242 -2.5370
O 2.6722 2.7662 -2.5923
C 0.4906 4.1697 -4.1440
C 2.8624 4.4723 -4.9825
C 2.8696 4.1425 -0.1560
H 5.0183 5.1455 -2.7819
H 5.0285 3.7162 -1.8147
H 5.2805 5.2371 -0.9653
H 1.7660 6.3334 -1.2143
H 3.3203 6.9363 -0.8108
H 3.8300 6.7826 -3.4186
H 2.7063 7.9802 -2.8344
H 1.8953 6.8129 -4.7056
H 0.8250 6.6623 -3.4140
H -0.1674 4.3819 -3.3011
H 0.1246 4.7155 -5.0146
H 0.4430 3.0951 -4.3238
H 2.8318 3.4303 -5.3109
H 2.7831 5.0991 -5.8700
H 3.9058 4.6159 -4.6874
H 3.0642 4.8433 0.6556
H 3.4009 3.1997 -0.0333
H 1.7949 3.9596 -0.1286
H 1.8467 2.2722 -2.5241
C 4.3843 -0.1958 -5.3390
C 4.1405 -1.3007 -4.2221
C 5.3272 -2.3067 -4.1237
C 6.5847 -1.6857 -3.4734
C 6.1904 -1.0968 -2.1364
C 5.0304 -0.0968 -2.2253
N 3.9012 -0.7563 -2.8488
O 2.7278 0.0495 -2.8091
C 4.6946 0.2972 -0.7496
C 5.4710 1.1802 -2.9875
C 2.8433 -1.9985 -4.6831
H 3.6514 0.6024 -5.2722
H 4.3821 -0.6902 -6.3140
H 5.4511 0.0015 -5.4505
H 5.0200 -3.1154 -3.4534
H 5.5548 -2.7895 -5.0735
H 6.9553 -0.9127 -4.1502
H 7.4429 -2.3280 -3.2757
H 7.0537 -0.7249 -1.5829
H 5.9170 -1.9518 -1.5070
H 4.4917 -0.5781 -0.1194
H 5.4942 0.7887 -0.2003
H 3.7673 0.8624 -0.8469
H 5.9568 1.8436 -2.2702
H 6.2026 1.1702 -3.7938
H 4.6708 1.7895 -3.4127
H 1.9770 -1.3733 -4.4613
H 2.5876 -2.9662 -4.2466
H 2.8634 -2.0700 -5.7687
H 3.0813 0.8843 -3.1684
C -3.8446 0.4653 -4.4303
C -4.3263 -0.9321 -3.9545
C -4.1159 -1.0636 -2.4464
C -5.0016 -0.1948 -1.5646
C -6.4660 -0.5501 -1.9311
C -6.7875 -0.4631 -3.4732
N -5.7437 -1.1318 -4.2689
O -6.0824 -1.1425 -5.6074
C -8.0872 -1.2690 -3.6031
C -7.0740 1.0373 -3.8789
C -3.5861 -2.0699 -4.6617
H -4.0208 0.7534 -5.4656
H -2.7980 0.7249 -4.2362
H -4.2547 1.2455 -3.7833
H -4.0578 -2.1147 -2.1613
H -3.0789 -0.7126 -2.4012
H -4.7962 0.8750 -1.5825
H -4.9229 -0.4833 -0.5145
H -7.0186 0.2482 -1.4324
H -6.7384 -1.5158 -1.5087
H -7.9989 -2.2620 -3.1580
H -8.9305 -0.8061 -3.0860
H -8.4921 -1.4316 -4.6038
H -6.4835 1.3617 -4.7340
H -8.1411 1.1472 -4.0634
H -6.8078 1.7150 -3.0659
H -2.5020 -1.9479 -4.5876
H -3.8739 -2.1971 -5.7049
H -3.7106 -3.0756 -4.2496
H -6.2223 -2.0688 -5.8282
C 0.4969 -0.4417 5.2416
C 0.9578 -0.3283 6.7319
C 0.8705 -1.6422 7.4685
C 1.9848 -2.6368 7.0607
C 3.3593 -1.8893 7.1370
C 3.4692 -0.4555 6.6012
N 2.2674 0.2858 6.9967
O 2.3348 1.6608 6.7145
C 4.7070 0.1987 7.1595
C 3.5974 -0.4786 5.0566
C -0.0752 0.4886 7.5504
H -0.5562 -0.7132 5.1406
H 0.6254 0.5732 4.8654
H 0.9222 -1.2396 4.6347
H 1.0269 -1.6233 8.5467
H -0.0517 -2.1471 7.1760
H 2.1348 -3.5117 7.6929
H 2.0404 -3.0156 6.0363
H 4.0713 -2.4404 6.5187
H 3.6492 -1.9583 8.1874
H 4.8868 1.2329 6.8717
H 5.5665 -0.4468 6.9707
H 4.6885 0.1951 8.2545
H 3.0694 -1.3895 4.7687
H 4.5891 -0.5268 4.6063
H 3.0794 0.3833 4.6369
H 0.3132 0.7617 8.5336
H -0.1207 1.4954 7.1268
H -1.0464 0.0125 7.6591
H 2.6482 2.0274 7.5469
C -4.6169 4.1253 2.6905
C -4.3475 2.7104 3.2503
C -2.8701 2.4701 3.0076
C -2.2608 1.2676 3.7414
C -2.6191 1.3234 5.2801
C -4.1154 1.6649 5.5939
N -4.5384 2.7718 4.7147
O -5.7954 3.2712 5.0181
C -4.9291 0.3937 5.4102
C -4.1046 2.0688 7.1202
C -5.1981 1.7200 2.4335
H -4.6367 4.1887 1.5991
H -3.7060 4.6450 2.9869
H -5.6103 4.5092 2.9154
H -2.6115 2.5227 1.9492
H -2.3025 3.2800 3.4766
H -1.1730 1.3023 3.7652
H -2.5946 0.3423 3.2667
H -1.9858 2.1292 5.6643
H -2.2658 0.5183 5.9230
H -4.9806 -0.2877 6.2597
H -5.9535 0.5955 5.0941
H -4.4296 -0.1454 4.6029
H -5.1685 2.1836 7.3332
H -3.7330 1.2265 7.7046
H -3.4876 2.9195 7.4048
H -5.2832 0.7446 2.9122
H -4.8313 1.6590 1.4093
H -6.2450 2.0284 2.3775
H -5.5871 4.1260 5.4084
C -0.0596 -6.3611 -3.2242
C -0.3586 -4.8973 -2.7187
C -1.8523 -4.8904 -2.2709
C -2.1459 -5.4490 -0.8604
C -1.1697 -4.7906 0.0988
C 0.3274 -5.0120 -0.2329
N 0.5445 -4.5256 -1.5806
O 1.8686 -4.4514 -1.9859
C 0.9698 -4.1262 0.8580
C 0.6938 -6.5468 -0.0546
C -0.2252 -3.8679 -3.8058
H -0.4144 -6.4944 -4.2473
H -0.4294 -7.1903 -2.6275
H 1.0124 -6.5404 -3.3658
H -2.1732 -3.8459 -2.2025
H -2.5741 -5.2969 -2.9804
H -2.0525 -6.5360 -0.9018
H -3.1531 -5.1856 -0.5394
H -1.5857 -4.9058 1.1023
H -1.3298 -3.7075 0.0485
H 2.0662 -4.0737 0.8177
H 0.5621 -3.1153 0.8190
H 0.7205 -4.6198 1.7963
H 1.7735 -6.6819 0.0280
H 0.3031 -6.8461 0.9204
H 0.2473 -7.2634 -0.7371
H 0.6556 -4.0098 -4.4332
H -0.2473 -2.8406 -3.4428
H -1.1053 -4.0271 -4.4308
H 2.1052 -5.3387 -2.3088
*
```

Mulliken population analysis, charges in e, atoms 1 to 6: 0.96 0.91 0.75 -0.37 -0.51 -0.48



# 2
Molecular formula: C21H40N4O23S5
Method: DFT, the ωB97M-V functional and the def2-TZVPD basis

Its expectation value of S² is 0.7549. For the LUMO energy (spin up / spin down), the calculation gives -4.42 / -9.23 eV. The value obtained for the HOMO energy (spin up / spin down) is -11.161 / -11.161 eV. The gap between HOMO and LUMO (spin up / spin down) is 0.2477 / 0.0709 Eh.

Geometry as ORCA input:
```
! wB97M-V def2-TZVPD RIJCOSX def2/J DEFGRID3
* xyz 1 2
O 0.2446 3.3715 4.0150
C -0.6643 4.1278 3.6789
N -1.6998 4.1077 4.4438
C -0.4845 5.0997 2.4784
H -1.7287 3.3598 5.1220
H -2.2387 4.9332 4.6635
H -0.5808 4.5766 1.5270
H 0.5553 5.4168 2.3982
H -1.2640 5.8556 2.5732
O 0.5234 0.1959 -4.1333
C -0.1514 1.1724 -4.3706
N -0.5464 1.4075 -5.5560
C -0.5660 2.2569 -3.3649
H -0.9734 2.2987 -5.7646
H -0.1735 0.7758 -6.2502
H 0.1649 3.0526 -3.5089
H -0.6771 1.8547 -2.3579
H -1.5581 2.5227 -3.7301
O 6.7783 -3.3395 -3.1724
C 6.3697 -2.1400 -3.2371
N 5.5440 -1.6834 -2.3869
C 6.5688 -1.3108 -4.5399
H 5.3813 -0.6866 -2.3858
H 5.5176 -2.1621 -1.4980
H 6.7630 -2.0176 -5.3466
H 7.4743 -0.7303 -4.3636
H 5.7549 -0.7094 -4.9450
N -2.8972 3.9711 -0.0735
C -3.7401 5.0757 -0.2182
C -5.0681 4.9017 -0.1634
C -5.6056 3.6162 -0.0317
C -4.7993 2.4870 0.0357
C -3.4484 2.7154 -0.0224
H -3.2870 6.0560 -0.2258
H -5.7013 5.7756 -0.2057
H -6.6797 3.5780 0.0742
H -5.2099 1.4999 -0.1176
H -2.7849 1.8656 -0.0851
C -2.4718 -2.7493 -1.4228
C -1.7873 -1.7640 -2.3162
O -2.8224 -0.8889 -2.6913
S -4.4036 -1.3732 -2.3318
O -5.2047 -1.5429 -3.5263
O -4.9311 -0.7214 -1.1892
O -3.8019 -2.8496 -1.8992
H -2.4732 -2.4353 -0.3790
H -1.9180 -3.6877 -1.4480
H -1.2324 -2.1822 -3.1559
H -1.1906 -1.0084 -1.8052
C 3.0384 0.7083 4.4116
C 2.9997 -0.8245 4.6315
O 2.7998 -0.8878 5.9627
S 3.8346 0.0639 6.7501
O 5.0961 -0.6124 6.8967
O 3.1443 0.5735 7.9210
O 3.7634 1.1968 5.5631
H 2.0473 1.1612 4.4352
H 3.4150 1.1840 3.5061
H 3.9704 -1.2503 4.3775
H 2.1551 -1.1799 4.0412
C 1.1964 0.6430 1.5999
C 0.1487 0.9336 0.5580
O 0.9249 0.6230 -0.5783
S 1.4907 -0.9156 -0.3740
O 2.7393 -1.1761 -1.0737
O 0.4064 -1.8300 -0.4473
O 1.8629 -0.5713 1.2054
H 0.7887 0.5404 2.6056
H 1.9179 1.4600 1.5952
H -0.1188 1.9825 0.4298
H -0.8175 0.4329 0.6199
C 2.7356 -3.6688 -3.6468
C 3.6596 -4.8863 -3.9117
O 3.0045 -5.5060 -4.9545
S 1.4244 -5.5057 -4.9097
O 0.8506 -6.4291 -3.9162
O 0.9334 -5.4850 -6.2618
O 1.4760 -4.0342 -4.2208
H 3.1392 -2.7395 -4.0489
H 2.4469 -3.4434 -2.6201
H 3.8902 -5.5687 -3.0937
H 4.6302 -4.5305 -4.2572
C -4.2745 -1.1726 4.8248
C -4.0393 -2.0127 3.5738
O -2.5238 -1.9608 3.5478
S -1.9898 -0.3713 3.7643
O -2.4256 0.4683 2.5929
O -0.6517 -0.3491 4.3707
O -3.2403 -0.2001 4.8798
H -4.4426 -1.7541 5.7313
H -5.1473 -0.5305 4.7068
H -4.6453 -1.5152 2.8167
H -4.4890 -3.0051 3.6060
*
```

Mulliken population analysis, charges in e, atoms 1 to 6: -0.65 0.75 -0.36 -0.86 0.22 0.20



# 3
Molecular formula: C6H7I2NO
Method: DFT, the ωB97M-V functional and the def2-TZVPD basis

For the LUMO energy, the calculation gives -1.82 eV. The energy above the lowest of the compared OMol25 structures with the same formula, charge and spin comes out at 508.49 kJ/mol. The value obtained for the HOMO energy is -9.281 eV. The gap between HOMO and LUMO is 0.2744 Eh.

Geometry as ORCA input:
```
! wB97M-V def2-TZVPD RIJCOSX def2/J DEFGRID3
* xyz 0 1
C 0.4651 0.2221 0.4158
C 0.7129 -1.2028 0.1823
C 1.3186 0.7938 -0.3992
C 0.0417 -2.3570 0.8447
C 1.6377 2.2376 -0.6784
C -3.2818 0.4728 0.3885
N 1.5314 -1.3318 -0.8075
O 1.9385 -0.1406 -1.1267
I -4.0651 -1.2991 -0.2608
I -4.7261 2.0005 -0.0108
H 0.3443 -3.4046 0.3909
H 0.5216 -2.4874 1.7542
H -1.0066 -2.1175 0.8663
H 2.6924 2.4691 -0.9850
H 1.1171 2.5634 -1.6389
H 1.0345 2.7996 0.0436
H -0.2761 0.7819 1.0209
*
```

Mulliken population analysis, charges in e, atoms 1 to 6: -0.15 0.49 0.43 -0.87 -1.14 -0.22



Energy readings, ordered: -116238.847; -129637.546; -26068.741 eV